ORCA calculation (ωB97M-V with the def2-TZVPD basis set) on C35H48ClEuN4O6 as an isolated structure.

Element x y z (Å)
O 1.0649 0.5966 -2.4407
C 0.1816 0.8768 -3.4736
C 0.4422 2.2755 -4.0396
C 1.0789 3.2828 -3.3015
H 1.3839 3.0942 -2.2638
C 1.3083 4.5206 -3.9120
H 1.8131 5.3090 -3.3500
C 0.8666 4.7519 -5.2194
H 1.0357 5.7196 -5.6862
C 0.2241 3.7425 -5.9465
H -0.1311 3.9119 -6.9635
C 0.0357 2.4984 -5.3558
H -0.4645 1.6844 -5.8920
H 0.3326 0.1630 -4.3058
C -1.6685 -0.7996 -2.8655
C -1.2731 0.6265 -3.0543
H -2.7444 -0.9496 -3.0067
H -1.3971 -1.2054 -1.8800
H -1.1249 -1.4116 -3.5927
C -2.0727 1.6774 -2.8101
C -3.4892 1.6618 -2.3548
H -1.6821 2.6850 -2.9767
H -4.0813 2.0948 -3.1680
H -3.6481 2.3075 -1.4802
H -3.9136 0.6752 -2.1437
Eu 0.3683 0.7680 -0.2119
Cl -2.4043 -0.0431 0.0292
C -0.2854 1.2320 2.9093
O 0.8097 1.0728 2.3096
N -0.6648 0.8002 4.1337
C -0.1285 -0.3516 4.8512
C -1.4657 1.7744 4.8534
H -1.1056 1.7663 2.4031
H 0.5151 -0.9977 4.2453
H -0.9551 -0.9761 5.2088
H 0.4198 0.0122 5.7269
H -1.6375 2.6163 4.1606
H -0.8853 2.0989 5.7339
H -2.4268 1.3210 5.1319
H 5.4723 2.4899 -2.3553
H 5.2771 2.9191 0.3757
C 4.3787 2.4406 -2.2377
C 4.2196 2.6507 0.2589
N 4.0308 1.8648 -0.9531
H 3.9598 1.7905 -3.0193
C 3.6079 0.5928 -0.8899
O 2.9008 0.1558 0.0313
H 3.8982 2.0716 1.1310
H 3.8899 -0.0092 -1.7885
H 3.9434 3.4465 -2.3221
H 3.6488 3.5853 0.1928
H 0.4464 -4.8608 0.0994
H 2.6763 -4.9687 -1.3467
C 0.0832 -4.2813 -0.7572
C 2.1902 -4.2774 -2.0541
N 1.1739 -3.5229 -1.3524
H -0.7422 -3.6484 -0.4203
C 1.2834 -2.2044 -1.2109
O 0.4918 -1.5553 -0.4919
H 2.9159 -3.5565 -2.4531
H 2.0995 -1.7382 -1.7985
H -0.2800 -4.9853 -1.5112
H 1.7037 -4.8289 -2.8711
C 3.0495 -4.0841 2.4294
C 1.5531 -3.9916 2.5407
C 0.7226 -5.1053 2.7286
C -0.6884 -5.0213 2.7248
C -1.2487 -3.7841 2.4641
C -0.3933 -2.6091 2.3436
N -0.8724 -1.3780 2.2317
C -3.2808 0.7788 1.3280
C -4.1183 -0.0615 2.0560
C -5.3892 0.4871 2.2677
C -5.6270 1.8449 1.9903
C -4.5769 2.6846 1.6608
C -3.2995 2.1728 1.4089
C -2.2136 3.0852 0.8124
O -2.5477 4.2814 0.7251
O -1.0825 2.5710 0.4877
C 1.0231 -2.7106 2.4246
C 1.9587 -1.5487 2.4196
H 3.3658 -3.6712 1.4580
H 3.5260 -3.4517 3.1897
H 3.4152 -5.1096 2.5263
H 1.1680 -6.0893 2.9018
H -1.3369 -5.8872 2.9540
H -2.3256 -3.5736 2.4983
H -1.6939 -1.3624 1.6362
H -3.8143 -1.0641 2.3725
H -6.1792 -0.2072 2.5390
H -6.6314 2.1991 1.9259
H -4.7230 3.7355 1.3897
H 1.4902 -0.5396 2.4506
H 2.6296 -1.5629 3.3065
H 2.6400 -1.4804 1.5496

Computed properties:
E_HOMO (spin up / spin down) (eV): -2.68 / -2.69
2S+1: 8
Total charge: -1
HOMO-LUMO gap (spin up / spin down) (eV): 4.929 / 4.945

List of Mulliken charges in e, atom by atom: O -0.68; C 0.29; C -0.78; C 0.33; H 0.46; C -0.86; H 0.40; C -0.42; H 0.37; C -0.72; H 0.37; C -0.14; H 0.36; H 0.36; C -1.63; C 1.03; H 0.43; H -0.22; H 0.45; C 0.27; C -1.61; H 0.32; H 0.50; H 0.15; H 0.30; Eu 0.82; Cl -0.04; C 0.91; O -1.02; N 0.62; C -0.79; C -1.07; H -0.63; H 0.17; H 0.28; H 0.27; H 0.37; H 0.35; H 0.29; H 0.33; H 0.32; C -1.03; C -0.88; N 0.38; H 0.34; C -0.23; O -0.49; H 0.24; H 0.39; H 0.30; H 0.29; H 0.24; H 0.29; C -0.99; C -0.99; N 0.52; H 0.15; C 0.00; O 0.63; H 0.28; H -0.26; H 0.49; H 0.32; C -1.64; C 1.08; C -1.16; C -0.58; C -0.74; C -0.29; N 0.09; C 1.29; C -0.82; C -0.49; C -0.66; C -0.70; C 0.16; C 0.05; O -0.86; O -0.38; C 2.49; C -1.45; H 0.22; H 0.31; H 0.41; H 0.23; H 0.31; H 0.28; H -0.70; H 0.40; H 0.38; H 0.38; H 0.43; H -0.20; H 0.43; H 0.22

=====

ORCA calculation (ωB97M-V with the def2-TZVPD basis set) on a 6-piece molecular cluster, C35H48F9NO18S2 overall.

Element x y z (Å)
O 0.0305 -1.4108 0.6302
C -1.0471 -1.1422 0.9734
O -1.8802 -2.1112 1.4660
C -1.6009 0.2743 0.9375
C -0.9712 1.1014 -0.2005
C -1.5450 0.6892 -1.5788
C -0.6589 -0.2865 -2.3245
N 0.7788 0.0597 -2.4662
C 1.3197 -0.8320 -3.4438
O 2.4448 -0.8266 -3.7658
C 0.1433 -1.7257 -3.9894
C 0.3404 -2.3510 -5.3750
C 1.6130 -3.2480 -5.3756
C 1.2846 -4.7582 -5.4705
S 1.0417 -5.4101 -3.8270
O -0.2064 -5.0063 -3.2490
O 2.1402 -5.0439 -3.0021
O 1.0420 -7.0131 -3.9548
C -0.9832 -0.6951 -3.7833
S -2.6676 -1.0545 -4.2946
O -2.6772 -1.0800 -5.7265
O -3.5215 0.0024 -3.8449
C -3.2613 -2.7305 -3.7728
F -2.4373 -3.6788 -4.1432
F -4.3782 -2.9473 -4.4490
C -3.5860 -2.8889 -2.2579
F -3.4363 -4.1803 -1.9703
F -2.7339 -2.2283 -1.4560
C -5.0451 -2.5259 -1.8355
F -5.8140 -3.5842 -2.0895
F -5.5516 -1.4768 -2.4593
C -5.1875 -2.2448 -0.3039
F -4.6847 -3.2298 0.4108
F -4.7157 -1.0845 0.0455
F -6.4840 -2.2215 -0.0465
H -1.9195 -2.8450 0.8364
H -1.4293 0.7286 1.9216
H -2.6910 0.2411 0.8210
H -1.1651 2.1564 0.0047
H 0.1074 0.9157 -0.1861
H -1.8111 1.5525 -2.2003
H -2.5020 0.1957 -1.3706
H -0.5816 -1.2452 -1.7910
H 0.7695 1.0250 -2.8126
H 0.1484 -2.5668 -3.2728
H -0.5269 -2.9782 -5.6003
H 0.4247 -1.5785 -6.1458
H 2.2503 -2.9302 -6.2035
H 2.2169 -3.1379 -4.4703
H 0.4764 -4.9784 -6.1716
H 2.1884 -5.2400 -5.8651
H 0.7061 -7.3528 -3.1068
H -0.6771 0.1650 -4.3996
O 1.5240 3.1992 -2.9333
C 1.8965 3.4019 -4.0566
O 1.1489 4.0440 -4.9821
C 1.8282 4.0304 -6.2533
C 3.2931 3.8151 -5.9181
C 3.2106 2.9569 -4.6624
H 1.4152 3.2196 -6.8584
H 1.6544 4.9737 -6.7662
H 3.8578 3.3595 -6.7285
H 3.7629 4.7690 -5.6792
H 3.1493 1.8916 -4.8948
H 4.0361 3.1481 -3.9815
O -3.7759 -0.8614 5.9533
C -4.4382 -1.3384 5.0756
O -4.0218 -1.4142 3.7914
C -5.0772 -1.9341 2.9626
C -5.9908 -2.6907 3.9121
C -5.8425 -1.8929 5.2021
H -5.5845 -1.0952 2.4799
H -4.6573 -2.5779 2.2010
H -7.0164 -2.7663 3.5537
H -5.6121 -3.7037 4.0618
H -6.5467 -1.0607 5.2522
H -5.9340 -2.5207 6.0845
O 6.3245 4.7099 -6.0518
C 6.4904 5.1981 -4.9717
O 6.2339 6.5012 -4.6967
C 6.6349 6.8049 -3.3491
C 6.6483 5.4687 -2.6262
C 7.0409 4.5061 -3.7410
H 7.6218 7.2722 -3.3785
H 5.9275 7.5058 -2.9111
H 7.3188 5.4503 -1.7688
H 5.6436 5.2291 -2.2714
H 8.1235 4.4162 -3.8424
H 6.5897 3.5256 -3.6120
O 0.7616 3.2793 7.9067
C -0.2222 2.6101 7.7650
O -0.3413 1.6640 6.7994
C -1.6773 1.1117 6.8232
C -2.1970 1.3901 8.2212
C -1.5020 2.7015 8.5685
H -2.2710 1.6065 6.0526
H -1.6353 0.0500 6.6054
H -3.2830 1.4377 8.2723
H -1.8627 0.6059 8.9034
H -2.0701 3.5689 8.2282
H -1.2873 2.7817 9.6311
O 3.0086 -2.5901 9.4862
C 2.9655 -1.5700 8.8612
O 1.8566 -1.1399 8.2108
C 2.1569 0.0585 7.4669
C 3.3833 0.6469 8.1415
C 4.1088 -0.6006 8.6338
H 2.3476 -0.2166 6.4263
H 1.3091 0.7304 7.5012
H 3.9784 1.2733 7.4793
H 3.0795 1.2558 8.9952
H 4.7747 -1.0134 7.8741
H 4.6526 -0.4199 9.5573

Computed properties:
E_HOMO (eV): -9.71
Total charge: 0
SMILES: O=C(O)CCC[C@@H]1NC(=O)[C@H](CCCS(=O)(=O)O)[C@H]1S(=O)(=O)C(F)(F)C(F)(F)C(F)(F)C(F)(F)F.O=C1CCCO1.O=C1CCCO1.O=C1CCCO1.O=C1CCCO1.O=C1CCCO1
HOMO-LUMO gap (eV): 9.985

Mulliken population analysis, charges in e, atoms 1 to 99: O -0.51; C 0.57; O -0.42; C -0.36; C -1.10; C -0.29; C 0.01; N -0.04; C 0.23; O -0.58; C 0.16; C -0.68; C -0.98; C -0.89; S 1.04; O -0.47; O -0.62; O -0.49; C -0.12; S 1.80; O -0.80; O -0.68; C 0.56; F -0.21; F -0.29; C 0.59; F -0.38; F -0.40; C 0.65; F -0.29; F -0.26; C 0.65; F -0.37; F -0.22; F -0.29; H 0.31; H 0.50; H 0.05; H 0.44; H 0.41; H 0.66; H -0.19; H -0.18; H 0.07; H 0.10; H 0.25; H 0.54; H 0.32; H 0.57; H 0.48; H 0.42; H 0.39; H 0.23; O -0.67; C 0.65; O -0.39; C -0.57; C -0.23; C 0.01; H 0.25; H 0.35; H 0.41; H 0.06; H 0.15; H -0.03; O -0.55; C 0.34; O -0.28; C 0.41; C -0.70; C -0.45; H 0.13; H -0.12; H 0.36; H 0.32; H 0.27; H 0.35; O -0.58; C 0.61; O -0.37; C -0.46; C -0.44; C -0.44; H 0.27; H 0.33; H 0.33; H 0.22; H 0.31; H 0.24; O -0.61; C 0.55; O -0.41; C -0.23; C -0.55; C -0.46; H 0.24; H 0.30; H 0.34; H 0.28

=====

ORCA calculation (ωB97M-V with the def2-TZVPD basis set) on C35H48IIrN4O5Si4Te as an isolated structure.

Element x y z (Å)
Ir -0.8881 0.0070 1.7059
O 2.8884 -0.4045 4.2339
C 3.1722 0.8935 4.1918
C 4.4615 1.2169 4.8833
C 4.7285 2.6862 4.9508
C 3.9421 3.6046 4.3266
C 2.7966 3.2271 3.6173
C 2.4003 1.8479 3.5667
C 1.1970 1.4716 2.8367
O 0.8093 0.2241 2.8787
N 0.5647 2.4244 2.1455
N -0.5143 1.9089 1.5140
C -1.3835 2.6137 0.8688
C -2.5178 1.8598 0.3358
C -3.5652 2.4475 -0.3538
C -4.6073 1.6546 -0.8079
C -4.5823 0.2928 -0.5566
C -3.5133 -0.2395 0.1429
N -2.5074 0.5178 0.5749
H 2.0375 -0.5464 3.7662
H 4.3761 0.8073 5.8999
H 5.6105 2.9963 5.4967
H 4.2013 4.6542 4.3819
H 2.1814 3.9594 3.1191
H -1.2846 3.6866 0.7666
H -3.5511 3.5137 -0.5331
H -5.4297 2.0977 -1.3529
H -5.3746 -0.3593 -0.8940
H -3.4428 -1.2921 0.3738
O -1.3512 -1.9804 1.9949
C -2.2434 -2.2066 3.0453
C -2.4992 -0.9838 3.8900
C -3.2042 -1.0318 5.0855
C -3.3972 0.1272 5.8096
C -2.8743 1.3235 5.3306
C -2.1840 1.3096 4.1413
N -2.0106 0.1806 3.4367
H -1.8196 -2.9079 0.6524
H -1.8695 -2.9988 3.7064
H -3.2220 -2.5570 2.6757
H -3.5851 -1.9818 5.4356
H -3.9415 0.1032 6.7440
H -2.9916 2.2503 5.8725
H -1.7421 2.2071 3.7298
C 1.1636 3.8506 -1.3958
Si 0.6844 2.6397 -2.7430
C 1.6089 3.0706 -4.3181
C -1.1572 2.6472 -3.0802
Si 1.4279 0.4631 -2.2881
Te 0.7202 -0.8837 -0.1991
Si 2.9990 0.2281 -0.6269
C 4.2827 -1.1196 -0.7210
C 5.6289 0.4692 4.2046
C 3.5442 1.6846 0.3946
Si 1.2795 -1.0817 -4.0642
C -0.3735 -0.7675 -4.8892
C 2.7009 -0.7448 -5.2360
C 1.3422 -2.8251 -3.3980
H 0.6802 4.8148 -1.5760
H 2.2429 4.0140 -1.4112
H 0.8955 3.5169 -0.3932
H 1.3757 4.0950 -4.6203
H 1.3286 2.4116 -5.1423
H 2.6900 3.0030 -4.1826
H -1.5152 3.6655 -3.2529
H -1.7237 2.2159 -2.2551
H -1.3799 2.0572 -3.9712
H 3.9088 -1.9891 -1.2611
H 4.5800 -1.4372 0.2802
H 5.1705 -0.7487 -1.2389
H 5.4574 -0.6055 4.2049
H 5.7489 0.8135 3.1757
H 6.5563 0.6762 4.7379
H 4.3422 2.2140 -0.1315
H 3.9441 1.3352 1.3487
H 2.7361 2.3838 0.6005
H -0.4128 0.2152 -5.3635
H -1.1760 -0.8250 -4.1498
H -0.5632 -1.5171 -5.6618
H 2.6983 0.2894 -5.5849
H 2.6381 -1.3930 -6.1132
H 3.6597 -0.9330 -4.7488
H 0.5036 -3.0053 -2.7235
H 2.2674 -3.0245 -2.8540
H 1.2788 -3.5404 -4.2220
I -5.0112 -7.0758 -5.3540
C -4.1369 -5.7784 -3.9796
C -3.6529 -4.5492 -4.4098
C -3.0726 -3.6914 -3.4922
C -2.9739 -4.0551 -2.1532
C -3.4610 -5.2887 -1.7333
C -4.0438 -6.1530 -2.6459
C -2.3296 -3.1046 -1.2082
O -2.2959 -3.5414 0.0447
O -1.8621 -2.0366 -1.5563
H -3.7291 -4.2668 -5.4505
H -2.6865 -2.7308 -3.8056
H -3.3780 -5.5734 -0.6941
H -4.4206 -7.1129 -2.3217

Computed properties:
E_HOMO (spin up / spin down) (eV): -8.59 / -10.48
2S+1: 2
Total charge: +1
HOMO-LUMO gap (spin up / spin down) (eV): 5.148 / 7.101

List of Mulliken charges in e, atom by atom: Ir 2.73; O -0.68; C -0.01; C 0.56; C -1.00; C -0.58; C -0.39; C 0.05; C 1.04; O -1.04; N -1.04; N 0.48; C -0.88; C 0.51; C -0.66; C -0.51; C -1.11; C -0.05; N -0.36; H 0.37; H 0.37; H 0.42; H 0.45; H 0.46; H 0.52; H 0.54; H 0.45; H 0.51; H 0.50; O -1.01; C -0.78; C 0.66; C -0.87; C -0.29; C -0.98; C -0.11; N -0.41; H 0.40; H 0.48; H 0.32; H 0.53; H 0.43; H 0.45; H 0.46; C -0.81; Si 0.73; C -1.21; C -0.63; Si -0.47; Te -0.18; Si 0.27; C -1.04; C -1.36; C 0.08; Si 0.64; C -0.82; C -1.09; C -0.74; H 0.42; H 0.41; H -0.01; H 0.40; H 0.26; H 0.33; H 0.41; H -0.11; H 0.35; H 0.23; H 0.38; H 0.39; H 0.35; H 0.29; H 0.44; H 0.58; H -0.57; H -0.06; H 0.37; H 0.06; H 0.45; H 0.29; H 0.37; H 0.31; H 0.01; H 0.24; H 0.42; I 0.12; C -0.02; C -0.62; C -0.33; C 0.05; C -0.35; C -0.60; C 0.55; O -0.47; O -0.33; H 0.40; H 0.42; H 0.48; H 0.39